{"formula": "C5H11NO", "method": "ωB97M-V/def2-TZVPD", "relative_energy_kj_mol": 61.1, "homo_energy_ev": -9.4, "homo_lumo_gap_ev": 10.369, "total_charge": 0, "symbols": ["C", "N", "C", "O", "C", "C", "C", "H", "H", "H", "H", "H", "H", "H", "H", "H", "H", "H"], "positions_angstrom": [[-0.396, -0.735, 2.283], [-0.439, -1.421, 1.010], [-0.214, -1.021, -0.293], [-0.699, -1.635, -1.210], [0.444, 0.316, -0.471], [-0.631, 1.424, -0.558], [1.230, 0.320, -1.828], [0.530, -0.951, 2.818], [-0.501, 0.338, 2.094], [-1.292, -0.966, 2.855], [-0.692, -2.391, 1.104], [1.107, 0.642, 0.325], [-1.389, 1.246, -1.314], [-0.041, 2.299, -0.838], [-1.094, 1.584, 0.416], [1.700, -0.652, -1.954], [0.472, 0.433, -2.601], [1.905, 1.170, -1.837]], "lowdin_charge": [-0.0837, 0.0099, -0.5006, 0.0734, -0.3401, -0.0594, -0.0536, 0.0828, 0.0685, 0.0840, 0.1295, 0.1265, 0.0874, 0.0802, 0.0653, 0.0777, 0.0770, 0.0750]}

---

{"formula": "C5H17N3O", "method": "ωB97M-V/def2-TZVPD", "relative_energy_kj_mol": 431.0, "homo_energy_ev": -8.1, "homo_lumo_gap_ev": 8.525, "total_charge": 0, "symbols": ["C", "C", "N", "N", "O", "H", "H", "H", "H", "H", "H", "H", "H", "C", "C", "C", "N", "H", "H", "H", "H", "H", "H", "H", "H", "H"], "positions_angstrom": [[-1.845, 0.198, 0.068], [-2.974, 1.199, 0.271], [-1.432, 0.199, -1.339], [-2.249, -1.126, 0.484], [-0.258, -0.493, -1.556], [0.557, -0.347, -0.734], [-1.344, 1.143, -1.717], [-0.989, 0.486, 0.704], [-1.543, -1.794, 0.193], [-3.111, -1.380, 0.012], [-3.805, 0.966, -0.392], [-2.633, 2.214, 0.075], [-3.314, 1.144, 1.302], [1.751, -0.221, 0.501], [2.791, -0.095, -0.382], [1.557, -1.516, 1.261], [1.309, 0.902, 1.249], [1.515, 0.970, -3.308], [1.653, 1.795, 0.924], [1.405, 0.827, 2.252], [3.205, 0.870, -0.629], [2.000, 0.564, -2.843], [3.262, -0.968, -0.800], [1.889, -2.370, 0.677], [0.506, -1.627, 1.512], [2.097, -1.539, 2.214]], "lowdin_charge": [-0.5118, -0.0562, -0.1138, 0.0447, -0.1991, 0.1244, 0.1057, 0.1057, 0.0551, 0.0731, 0.0761, 0.0715, 0.0756, -0.5039, 0.0282, -0.0484, 0.0609, 0.0480, 0.0896, 0.0933, 0.0602, 0.0153, 0.0680, 0.0840, 0.0648, 0.0891]}

---

{"formula": "C2H3O2S2", "method": "ωB97M-V/def2-TZVPD", "relative_energy_kj_mol": 169.0, "homo_energy_ev": -4.0, "homo_lumo_gap_ev": 7.798, "total_charge": -1, "symbols": ["C", "C", "S", "O", "O", "S", "H", "H", "H"], "positions_angstrom": [[0.590, -0.318, -1.301], [0.668, 0.415, -0.235], [-0.603, 0.083, 1.026], [0.116, -0.118, 2.276], [-1.505, 1.378, 1.085], [-1.728, -1.477, 0.397], [1.413, -0.321, -2.042], [-0.400, -0.781, -1.351], [1.450, 1.139, 0.143]], "lowdin_charge": [-0.1201, -0.3141, 0.2038, -0.4685, -0.5421, 0.1203, 0.0631, -0.0435, 0.1011]}

---

{"formula": "C8H14N6", "method": "ωB97M-V/def2-TZVPD", "relative_energy_kj_mol": 129.8, "homo_energy_ev": [-7.6, -7.5], "homo_lumo_gap_ev": [6.364, 6.354], "total_charge": 0, "symbols": ["C", "C", "N", "C", "C", "N", "C", "N", "C", "C", "N", "C", "N", "N", "H", "H", "H", "H", "H", "H", "H", "H", "H", "H", "H", "H", "H", "H"], "positions_angstrom": [[-2.220, 1.829, -0.277], [-1.884, 0.775, -1.375], [-0.500, 0.376, -1.135], [0.685, 1.201, -1.292], [1.768, 0.462, -2.009], [-0.201, -0.400, -0.135], [-0.839, -1.221, 0.610], [-2.151, -1.655, 0.428], [-0.168, -1.615, 1.850], [1.141, -1.307, 2.048], [1.935, -0.829, 1.029], [3.130, -0.798, 1.608], [3.097, -1.157, 2.965], [1.899, -1.421, 3.238], [-3.265, 2.109, -0.444], [-1.974, 1.287, 0.872], [-1.505, 2.604, -0.397], [-2.531, -0.114, -1.326], [-1.975, 1.331, -2.272], [0.948, 1.585, -0.290], [0.550, 2.160, -1.812], [1.478, 0.314, -3.066], [2.769, 0.958, -1.979], [1.853, -0.527, -1.580], [-2.566, -2.352, 0.994], [-2.759, -1.036, -0.044], [-0.758, -2.236, 2.539], [4.044, -0.322, 1.253]], "lowdin_charge": [-0.0724, -0.1868, -0.1498, -0.2589, -0.0992, 0.0632, -0.3729, 0.1163, 0.1157, -0.3727, 0.1088, -0.1638, -0.0041, 0.0345, 0.0654, 0.1552, 0.0376, 0.0950, 0.1012, 0.1189, 0.1156, 0.0782, 0.0891, 0.0489, 0.0761, 0.0353, 0.1253, 0.1003]}